Below is a cluster of 2 separate species, C11H23BClFN4O7S2 in total, with properties calculated with ωB97M-V/def2-TZVPD.

Each line ends with the Mulliken charge.
Atoms and positions in Å:
C 4.669 0.533 1.735  -1.20
C 4.373 1.862 1.065  -0.08
O 4.226 1.701 -0.370  -0.52
B 2.943 1.633 -0.817  0.52
O 2.369 2.595 -1.581  -0.52
N 2.096 0.456 -0.500  0.28
C 2.624 -0.881 -0.733  -0.54
C 2.929 -1.081 -2.201  -0.47
F 1.800 -0.765 -2.925  -0.29
C 0.843 0.594 -0.067  0.46
N 0.015 -0.421 0.242  -0.35
C -1.148 0.109 0.606  0.03
C -2.347 -0.664 1.004  -0.46
C -2.064 -2.133 1.316  -1.36
C -1.580 -2.968 0.134  -0.06
C -2.733 -3.510 -0.717  -0.83
S -2.070 -3.935 -2.337  1.06
O -2.990 -4.730 -3.075  -0.56
O -0.766 -4.485 -2.132  -0.53
Cl -1.786 -2.103 -3.198  -0.17
N -1.060 1.457 0.556  -0.25
S -2.328 2.620 0.949  0.95
C -3.660 2.413 -0.214  -0.88
O -2.741 2.283 2.259  -0.45
O -1.751 3.913 0.803  -0.62
N 0.183 1.755 0.128  0.02
H 5.025 0.664 2.750  0.41
H 5.384 -0.001 1.121  0.29
H 3.749 -0.043 1.780  0.26
H 5.217 2.525 1.209  0.41
H 3.481 2.325 1.485  0.23
H 2.850 3.422 -1.462  0.34
H 1.905 -1.638 -0.449  0.31
H 3.533 -1.062 -0.166  0.20
H 3.791 -0.504 -2.534  0.32
H 3.147 -2.129 -2.389  0.40
H -3.131 -0.559 0.256  0.34
H -2.734 -0.196 1.908  0.55
H -1.316 -2.178 2.102  0.46
H -2.982 -2.567 1.701  0.42
H -1.013 -3.811 0.512  0.39
H -0.905 -2.430 -0.516  0.07
H -3.154 -4.408 -0.286  0.42
H -3.481 -2.743 -0.900  0.39
H -4.524 2.098 0.355  0.32
H -3.403 1.628 -0.922  0.38
H -3.825 3.368 -0.688  0.39
H 0.517 2.698 -0.001  0.41
O -4.413 4.709 2.948  -1.03
H -3.763 4.581 2.255  0.13

Frontier orbital gap in eV: 3.51
DFT total energy in Eh: -2559.8353
LUMO level in eV: -0.9
E_HOMO in eV: -4.4367

***

Below is an isolated molecule of C5H8O, with properties calculated with ωB97M-V/def2-TZVPD.

Each line ends with the Mulliken charge.
Atoms and positions in Å:
C -0.250 -2.914 -0.254  0.48
C 0.121 -1.813 -0.419  -0.58
C 0.546 -0.449 -0.437  -1.51
C -0.526 0.539 0.182  0.78
C -0.152 1.967 -0.093  -1.25
O -0.356 0.343 1.625  -0.57
H -0.477 -4.029 -0.311  0.40
H 0.897 -0.194 -1.508  0.32
H 1.362 -0.438 0.204  0.46
H -1.548 0.164 -0.224  0.28
H 0.282 2.465 0.849  0.29
H -0.832 2.736 -0.475  0.31
H 0.731 2.067 -0.784  0.27
H 0.202 -0.445 1.642  0.33

Frontier orbital gap in eV: 11.16
SMILES: C#CC[C@H](C)O
DFT total energy in Eh: -270.4422
LUMO level in eV: 1.0
E_HOMO in eV: -10.1788
Energy relative to the best compared isomer or geometry (same formula, charge and spin) in kcal per mole: 72.6

***

Below is a structure of composition C23H18ClCrNO2S, with properties calculated with ωB97M-V/def2-TZVPD.

Each line ends with the Mulliken charge.
Atoms and positions in Å:
Cr -1.368 -0.541 0.172  0.74
C -2.056 -1.709 2.316  -0.86
C -1.638 -2.727 1.447  -0.67
C -2.523 -3.214 0.485  0.04
C -3.827 -2.723 0.405  -0.39
C -4.241 -1.718 1.266  -0.58
C -3.350 -1.201 2.209  -0.05
H -1.377 -1.355 3.079  0.55
H -0.643 -3.134 1.562  0.41
H -2.226 -4.017 -0.178  0.40
H -4.500 -3.103 -0.350  0.39
H -5.242 -1.315 1.197  0.38
H -3.676 -0.425 2.889  0.42
C 1.272 -2.297 -0.735  -1.11
C 0.980 -1.209 -1.719  0.86
C 1.898 -0.902 -2.755  -0.84
C 1.595 0.099 -3.631  -0.73
C 0.361 0.778 -3.545  1.23
C -0.025 1.794 -4.462  -0.88
C -1.262 2.358 -4.344  -0.62
C -2.159 1.937 -3.341  -0.45
C -1.831 0.970 -2.424  0.27
S -2.991 0.405 -1.215  -0.67
C -0.519 0.402 -2.521  -0.03
N -0.153 -0.550 -1.610  0.15
H 2.248 -2.738 -0.927  0.42
H 0.518 -3.083 -0.823  0.17
H 1.246 -1.938 0.297  0.07
H 2.825 -1.452 -2.824  0.40
H 2.292 0.366 -4.416  0.41
H 0.659 2.097 -5.243  0.37
H -1.568 3.128 -5.040  0.37
H -3.148 2.373 -3.286  0.44
Cl 4.737 4.299 3.857  -0.22
C 3.633 3.069 3.307  0.43
C 2.640 3.408 2.405  -0.71
C 1.764 2.427 1.971  -0.28
C 1.881 1.123 2.432  -0.10
C 2.889 0.802 3.339  -0.28
C 3.771 1.773 3.784  -0.69
C 0.943 0.032 1.966  0.82
O 1.091 -1.128 2.350  -0.69
O 0.024 0.429 1.156  -0.53
H 2.557 4.426 2.052  0.41
H 0.977 2.665 1.269  0.38
H 2.971 -0.218 3.687  0.42
H 4.554 1.536 4.489  0.41

Frontier orbital gap (spin up / spin down) in eV: 7.15 / 7.51
Spin multiplicity: 5
DFT total energy in Eh: -2995.4486
LUMO level (spin up / spin down) in eV: -0.2 / -0.2
E_HOMO (spin up / spin down) in eV: -7.3062 / -7.7084
<S²>: 6.019
Energy relative to the best compared isomer or geometry (same formula, charge and spin) in kcal per mole: 4.9

***

Below is the ion C4H12NP2 with charge +1, with properties calculated with ωB97M-V/def2-TZVPD.

Each line ends with the Mulliken charge.
Atoms and positions in Å:
C 1.571 1.722 0.826  -0.70
P 0.868 0.574 -0.164  0.46
P 2.897 -0.066 -1.224  -0.03
C -0.926 0.267 0.238  -0.15
C -1.637 1.477 -0.419  -1.16
N -1.444 -1.130 -0.270  -0.21
C -0.667 -2.138 0.471  -0.57
H 2.621 1.695 0.696  0.23
H 0.939 2.247 1.435  0.31
H 3.563 0.368 -0.097  0.10
H 2.696 -1.317 -0.737  0.08
H -1.250 2.347 0.132  0.38
H -2.708 1.458 -0.093  0.37
H -1.508 1.789 -1.492  0.37
H -1.380 -1.171 -1.266  0.34
H -2.465 -1.148 -0.201  0.36
H 0.411 -2.087 0.072  0.12
H -0.684 -1.694 1.552  0.34
H -0.898 -3.193 0.541  0.36

Frontier orbital gap (spin up / spin down) in eV: 7.57 / 7.56
Total charge: +1
SMILES: C=P(P)=C(C)[NH2+]C
DFT total energy in Eh: -896.6240
LUMO level (spin up / spin down) in eV: -4.4 / -4.4
E_HOMO (spin up / spin down) in eV: -11.9996 / -11.9979
Energy relative to the best compared isomer or geometry (same formula, charge and spin) in kcal per mole: 90.0